[1]
Density functional theory data (wB97M-V/def2-TZVPD) for a molecular structure, C19H20BBrN6NaO2S in a non-equilibrium geometry.

The total charge is -1. As for the largest force on an atom: 1.60 eV Å⁻¹. The calculation puts the HOMO-LUMO gap at 7.400 eV. The calculated total energy comes out at -119038.75437 eV.

CARTESIAN COORDINATES (ANGSTROEM)
Br 3.03423 -2.76137 4.01494
S -0.45764 2.89033 -1.33794
Na 0.14888 -0.96625 0.63803
O 1.45719 -1.58233 2.09135
O 1.24516 0.53580 1.56190
N -2.42119 1.16931 -1.22507
N -1.88681 -2.38596 0.77548
N 0.23225 -1.67627 -1.44639
N -1.26823 1.31417 -3.26639
N -2.06319 -1.08053 0.96337
N -0.22983 -2.83129 -0.97686
C -1.82949 -2.07257 2.95385
C -3.40358 0.43370 -1.77182
C 2.89184 -0.01694 3.16213
C 1.95935 -3.04926 -1.08999
C -3.31485 0.11713 -3.09944
C 1.55011 -1.78935 -1.52329
C 1.77893 -0.38636 2.19755
C -2.02782 -0.87563 2.27380
C -1.40355 1.72023 -1.99590
C 4.86371 0.79388 4.96253
C -2.13837 0.50053 -3.78816
C 4.28540 1.71621 4.10525
C -4.53994 0.03303 -0.90227
C 3.31078 1.30846 3.21577
C 0.78053 -3.67696 -0.74352
C -1.85733 -0.02922 -5.15283
C 4.47759 -0.53239 4.91037
C 3.49772 -0.92797 4.01135
C -1.73448 -3.00948 1.94515
B -1.71768 -3.01441 -0.62662
H -5.34613 -0.38107 -1.50102
H 4.92641 -1.26967 5.55906
H -2.38908 -2.40537 -1.40610
H -4.07926 -0.45916 -3.58793
H 0.61890 -4.67416 -0.37728
H -1.59347 -4.07246 1.99682
H -1.54070 -1.06666 -5.05573
H -2.74566 0.00853 -5.77756
H -1.05772 0.54295 -5.61021
H -1.97687 -4.18209 -0.56841
H -2.35724 1.27603 -0.22077
H -2.17196 0.11547 2.66863
H 2.95706 -3.44874 -1.03593
H 2.84003 2.00297 2.53753
H -1.77677 -2.24402 4.01280
H 2.14136 -0.97954 -1.91258
H 4.59569 2.75111 4.13905
H -4.90986 0.88957 -0.34158
H 5.61972 1.10005 5.67130
H -4.19073 -0.71529 -0.19279

---

[2]
Density functional theory data (wB97M-V/def2-TZVPD) for a molecular structure, C19H20BFN9O6PtS.

The total charge is -1. As for the largest force on an atom: 0.51 eV Å⁻¹. The value obtained for the energy above the lowest of the compared OMol25 structures with the same formula, charge and spin is 0.0 kJ/mol. The calculation puts the HOMO-LUMO gap at 8.115 eV. The calculated total energy comes out at -63201.84350 eV.

CARTESIAN COORDINATES (ANGSTROEM)
Pt -0.26194 0.35867 0.42731
S 0.34378 -2.83791 -0.56550
F 1.28224 4.02217 2.32551
O -0.77552 -2.43123 0.34827
O 2.00064 2.59062 -2.78547
O 0.25289 5.53239 0.18270
O 3.43191 -1.30710 -0.28590
O 1.60141 -0.45965 0.61558
O -0.00190 0.55552 -1.59686
N 0.98323 3.91901 -1.24816
N -0.40238 0.40927 2.41238
N -2.13660 1.01447 0.27432
N -2.76590 1.76030 1.19236
N -1.47087 -1.57926 -5.41425
N -1.19414 1.24126 3.10290
N 2.26945 2.11384 -0.56323
N -1.15124 2.62915 -4.02338
N -0.36560 -0.37219 -2.43589
C 3.03157 0.91275 -0.85744
C -4.02873 1.95688 0.79938
C 1.82179 -5.03180 -0.54036
C -0.02327 0.06512 4.57209
C 1.45088 -3.89767 0.40044
C -0.98528 1.51112 -3.81574
C 1.76326 2.84066 -1.62433
C 0.31251 -0.31164 3.27420
C 2.05809 2.50944 0.73637
C -1.18050 -0.84134 -4.58108
C -0.28869 -4.28194 -1.51601
C 0.48306 -5.53265 -1.08716
C -3.00332 0.72239 -0.69369
C 2.64820 -0.38093 -0.13350
C 0.81420 4.47173 0.01928
C -0.98069 1.05247 4.40858
C 1.40560 3.63160 1.04828
C -4.23105 1.31304 -0.40826
C -0.83449 0.10127 -3.55269
B -2.05222 2.36588 2.43746
H 0.55504 4.42153 -2.01385
H 0.85886 -4.23366 1.25400
H -1.52767 1.63179 5.13192
H 2.49137 1.88746 1.50724
H -2.70721 0.10488 -1.52398
H 4.08934 1.08105 -0.64758
H 1.00421 -1.04810 2.90352
H -0.05870 -6.04849 -0.29146
H -1.35512 -4.31857 -1.30230
H 2.92693 0.72718 -1.92339
H -2.90240 2.69925 3.22590
H 0.37406 -0.32074 5.49373
H -5.12915 1.27599 -0.99782
H 2.39719 -5.81451 -0.04421
H -1.33479 3.27328 2.09542
H 0.60962 -6.23459 -1.91251
H 2.29372 -3.28747 0.72155
H -0.14609 -4.05127 -2.57230
H -4.69298 2.55144 1.40200
H 2.43337 -4.63216 -1.35440

---

[3]
Density functional theory data (wB97M-V/def2-TZVPD) for a molecular structure, C19H20BIrN10O2 in a non-equilibrium geometry.

The total charge is +3. As for the largest force on an atom: 4.64 eV Å⁻¹. The value obtained for the energy above the lowest of the compared OMol25 structures with the same formula, charge and spin is 15.6 kJ/mol. As for the spin multiplicity: 2. The calculation puts the HOMO-LUMO gap (spin up / spin down) at 4.361 / 1.949 eV. The calculated total energy comes out at -42510.21078 eV.

CARTESIAN COORDINATES (ANGSTROEM)
Ir 0.12440 0.03186 0.09750
O -1.80018 6.24500 1.95578
O -5.46704 4.73593 2.54534
N -0.02550 -5.13106 1.30863
N 1.29007 -2.57845 0.73196
N -1.27287 -1.42567 -0.03976
N 0.18777 -1.47911 2.68333
N -0.12387 2.23877 0.08145
N 0.04827 -4.10250 2.29252
N 0.29153 -0.23166 2.15321
N -1.18777 -2.50884 0.77375
N 1.38262 -1.47927 -0.03889
N -3.36710 4.65702 1.72411
C -1.05077 2.92905 0.76356
C -4.33832 5.45194 2.34466
C -1.06806 4.31594 0.77457
C 0.44141 0.62851 3.15637
C -2.39383 -1.53237 -0.75124
C -2.27288 -3.28442 0.57218
C -0.03232 -6.26307 1.94314
C 0.27184 -1.36869 4.02734
C 0.06944 -4.61968 3.48136
C -0.07852 5.01910 0.08412
C 0.02367 -6.05202 3.34173
C -2.03506 5.14792 1.53952
C 0.86056 4.30516 -0.63143
C -3.06339 -2.70158 -0.39267
C 0.43640 -0.04815 4.37151
C 3.10789 -2.79567 -0.51003
C 2.33519 -3.38748 0.46379
C 0.79251 2.92266 -0.61939
C 2.46598 -1.59784 -0.80759
B 0.07811 -2.68434 1.67603
H 0.21253 -2.21609 4.68017
H 1.63352 4.80166 -1.19964
H -2.65849 -0.77942 -1.47298
H 0.11523 -4.05116 4.39160
H 0.05025 -6.78402 4.13492
H 4.00920 -3.17943 -0.95279
H -4.47590 6.38431 1.73373
H -3.88616 5.89949 3.26937
H 1.50191 2.33468 -1.18866
H 0.54728 0.35952 5.35972
H 2.46425 -4.32847 0.96706
H 0.57213 1.67965 2.96141
H -3.68606 3.77531 1.32610
H -6.22046 5.29546 2.79186
H -2.41245 -4.20594 1.10987
H -3.99052 -3.07397 -0.78934
H -0.08614 -7.19472 1.40225
H 2.73304 -0.83027 -1.51428
H -0.06464 6.10132 0.10798
H -1.76708 2.33548 1.31857

---

[4]
Density functional theory data (wB97M-V/def2-TZVPD) for a molecular structure, C19H20BaClIN2 in a non-equilibrium geometry.

As for the largest force on an atom: 3.83 eV Å⁻¹. The value obtained for the energy above the lowest of the compared OMol25 structures with the same formula, charge and spin is 0.0 kJ/mol. The calculation puts the HOMO-LUMO gap at 4.485 eV. The calculated total energy comes out at -44322.97749 eV.

CARTESIAN COORDINATES (ANGSTROEM)
Ba 0.12285 -0.20463 -0.39692
I -2.49919 1.37026 0.76345
Cl 0.60891 -3.98185 -0.37113
N 0.92440 1.88922 -1.81382
N -0.63862 -0.05620 -2.78532
C 0.49510 2.02918 -3.10960
C 1.75209 4.10296 -3.35199
C -2.25563 -0.99409 -4.24065
C 0.10188 -0.71953 3.61718
C 2.63034 -1.70944 -0.73729
C 2.96004 -3.97958 2.94276
C -0.58402 -1.95558 3.00397
C 0.89706 3.10427 -3.89585
C -1.53289 -1.01394 -3.04587
C -1.10153 1.06312 -4.82109
C 3.62249 -2.76179 2.82634
C 2.17539 3.96131 -2.02379
C 1.91834 -3.60832 0.80234
C -0.41790 1.00448 -3.60108
C 3.38105 -1.93799 1.68475
C 1.73048 2.83511 -1.28227
C -2.04944 0.03702 -5.13863
C 2.68573 -2.41615 0.50906
C 2.15433 -4.43242 1.91809
H 3.16517 -4.62631 3.78375
H 1.60900 -5.36529 1.99211
H -0.81701 -2.88547 2.22966
H 0.53884 3.19284 -4.91806
H 2.82977 4.70316 -1.50948
H 2.99887 -0.65516 -0.68493
H -0.91986 1.91173 -5.49147
H 0.83313 -1.07825 4.29884
H 0.55369 0.24681 3.29661
H -2.58500 0.09696 -6.10823
H -0.42500 -2.68597 3.80154
H -0.61796 -0.27135 4.34816
H 2.69615 -2.37110 -1.59824
H -3.00651 -1.77769 -4.42652
H 2.03370 2.66399 -0.20530
H 3.90076 -0.94497 1.60268
H 4.23415 -2.37728 3.63112
H -1.62814 -1.82044 -2.27791
H -1.61402 -1.71553 3.08151
H 2.09194 4.94868 -3.95392